No. 1
The following is a quantum chemistry calculation of C48H47BaN16O6 as an isolated structure, from OMol25.

Properties
**Highest occupied orbital energy**: -0.3943 Eh
**Relative energy (zero: lowest compared OMol25 entry of this formula, charge and spin)**: 149.60 kJ/mol
**Net charge**: +1

Last column: Löwdin charge in e.
CARTESIAN COORDINATES (ANGSTROEM)
Ba  1.3244  1.2162  1.9613  2.09
O  -1.7453  -1.3327  -0.3065  -0.13
O  -2.5490  -4.0934  -1.4660  0.11
O  -1.0654  3.9422  3.2289  0.03
O  3.8477  1.9202  3.1463  -0.32
O  2.2357  3.8445  1.7132  -0.32
O  1.3591  0.3184  4.3779  -0.18
N  -4.6727  -4.5138  -1.1224  0.14
N  3.2444  0.8649  0.1320  -0.01
N  0.8289  1.9768  -0.5637  0.03
N  2.3227  -2.9229  -1.6512  0.08
N  0.7544  -1.2440  2.0965  -0.13
N  5.4247  1.0830  -1.5564  0.11
N  0.1710  2.1353  3.8210  -0.13
N  -1.4835  3.0069  5.2700  -0.05
N  -3.5221  3.2744  0.8875  0.12
N  2.3548  -4.3041  -3.4309  0.11
N  1.6387  -3.1978  -3.7051  -0.15
N  -1.3304  1.5910  1.1694  0.04
N  1.0675  -3.1152  3.2991  0.14
N  -0.8031  2.8965  -7.4145  0.08
N  -4.5425  -3.8676  -2.3457  0.13
N  -0.2481  -2.8402  3.1747  -0.10
C  4.2469  1.6058  -1.8741  -0.06
C  -3.4865  -4.6303  -0.6365  -0.29
C  0.9474  -3.0468  -4.9784  -0.07
C  -1.2697  -3.7249  3.7167  -0.06
C  1.4827  2.0399  -2.8571  0.05
C  0.4082  2.4991  -7.0343  -0.13
C  1.6342  -2.1215  2.6573  -0.22
C  0.1996  2.3980  -3.2630  -0.11
C  0.7760  2.3249  -5.7095  -0.01
C  -2.7704  -0.7910  -1.1406  -0.11
C  4.4220  0.3483  0.4542  -0.10
C  -3.1834  -1.9837  -4.3735  -0.02
C  -3.2876  -3.6345  -2.5103  -0.33
C  1.7622  1.8560  -1.5111  -0.21
C  5.5031  0.4109  -0.4129  -0.08
C  3.1225  1.4431  -1.0660  -0.20
C  2.8868  4.1054  2.9524  -0.19
C  -0.4953  -2.6431  -4.7759  -0.20
C  1.6281  -2.3883  -2.6333  -0.17
C  -1.1863  2.0306  6.1792  -0.05
C  -3.1495  -6.4924  0.9959  -0.01
C  0.4746  1.1466  4.6999  -0.57
C  -2.5401  3.9780  5.5442  -0.01
C  -0.2466  1.0932  5.9548  0.01
C  -1.6899  3.1343  -6.4515  -0.12
C  -1.2427  -3.3009  -3.8097  0.03
C  -0.7484  2.5569  -2.2568  0.06
C  -1.4147  2.9899  -5.1002  -0.01
C  -1.8723  -4.7094  2.7330  -0.18
C  -2.3412  1.5732  2.0288  -0.13
C  -0.4184  -1.7311  2.4491  -0.16
C  -2.6278  -6.9366  2.2013  -0.05
C  2.7480  -4.0969  -2.1928  -0.22
C  -0.1493  2.5739  -4.6988  -0.16
C  4.5338  1.1836  4.1512  -0.08
C  -3.0105  -5.1537  0.6526  -0.13
C  -0.4016  2.3326  -0.9307  -0.19
C  -0.7839  3.0708  4.0502  -0.55
C  4.1686  3.3071  3.0946  -0.18
C  2.6816  4.6749  0.6522  -0.08
C  -2.4356  -1.3232  -5.3336  -0.05
C  -1.0922  -1.6377  -5.5232  -0.02
C  -2.3685  -4.2701  1.5140  0.03
C  -3.4593  2.3782  1.8610  -0.09
C  -2.5017  3.3131  0.0389  -0.05
C  -1.9931  -6.0535  3.0637  -0.02
C  -2.5720  -2.9635  -3.5932  -0.15
C  -1.4341  2.4258  0.1329  -0.21
H  -2.7125  -7.9828  2.4686  0.11
H  3.0960  5.1736  3.0626  0.14
H  4.0410  0.2170  4.2349  0.08
H  -1.7725  2.8053  -2.4912  0.11
H  2.2645  1.8740  -3.5816  0.10
H  4.6852  3.6215  4.0048  0.13
H  2.0953  4.4180  -0.2283  0.08
H  2.5174  5.7286  0.8921  0.10
H  -0.5167  -1.1070  -6.2741  0.11
H  -2.0657  -3.0846  4.0951  0.14
H  2.1885  3.8004  3.7346  0.12
H  1.1232  2.3108  -7.8282  0.11
H  -4.2279  -1.7502  -4.2075  0.13
H  -0.7886  -4.0889  -3.2204  0.14
H  -1.7600  2.0608  7.0968  0.13
H  -3.5328  -1.5343  -1.3891  0.07
H  -3.5255  3.5203  5.4441  0.09
H  -2.4292  4.3751  6.5520  0.09
H  1.0124  -4.0237  -5.4527  0.14
H  1.0970  -1.4474  -2.6059  0.13
H  -2.3602  -0.3789  -2.0688  0.08
H  3.7437  4.5259  0.4321  0.09
H  4.5061  -0.1356  1.4219  0.11
H  -3.6521  -7.1765  0.3245  0.12
H  0.0018  0.3330  6.6804  0.11
H  -1.2943  -2.0369  -0.7834  0.07
H  -1.6009  -6.4136  4.0082  0.12
H  -2.5419  4.0722  -0.7346  0.13
H  -2.8945  -0.5533  -5.9422  0.11
H  -2.2039  3.2076  -4.3942  0.11
H  4.2132  2.1851  -2.7899  0.12
H  1.4633  -2.3300  -5.6163  0.13
H  4.8330  3.4925  2.2444  0.13
H  5.5881  1.0495  3.8919  0.10
H  -0.8167  -4.2518  4.5506  0.13
H  -2.4517  4.7817  4.8232  0.09
H  -2.2560  0.9046  2.8796  0.12
H  -1.3754  -1.3156  2.1711  0.12
H  3.3517  -4.8126  -1.6554  0.10
H  4.4672  1.6845  5.1195  0.10
H  6.4506  -0.0616  -0.1854  0.12
H  -3.2450  0.0151  -0.5815  0.08
H  2.7058  -2.0099  2.5778  0.11
H  -2.6723  3.4590  -6.7768  0.11
H  1.7813  1.9907  -5.4930  0.10
H  -2.2879  -3.2254  1.2315  0.10
H  -4.3076  2.3144  2.5323  0.12

Cartesian forces (eV/Å) of the 3 atoms listed first:
Ba 1.404 0.207 -1.073
O -0.141 0.208 -0.047
O 0.166 0.040 -0.006

No. 2
The following is a quantum chemistry calculation of a 10-piece molecular cluster, C48H47Br6N7O14 overall, from OMol25.

Properties
**Highest occupied orbital energy**: -0.3673 Eh
**Relative energy (zero: lowest compared OMol25 entry of this formula, charge and spin)**: 434.77 kJ/mol
**SMILES**: O=[N+]([O-])c1ccccc1.O=[N+]([O-])c1ccccc1.O=[N+]([O-])c1ccccc1.O=[N+]([O-])c1ccccc1.O=[N+]([O-])c1ccccc1.O=[N+]([O-])c1ccccc1.O=[N+]([O-])c1ccccc1.BrCCBr.BrCCBr.BrCCBr

Last column: Löwdin charge in e.
CARTESIAN COORDINATES (ANGSTROEM)
Br  -0.9974  -2.5286  2.2159  0.56
Br  5.2660  2.7461  -0.2001  0.51
Br  -5.8890  7.2619  5.0537  0.53
Br  -8.5529  11.1053  5.6996  0.59
Br  4.4622  1.4298  4.3145  0.58
Br  -2.4997  0.6352  1.9346  0.52
O  1.8856  -10.3440  5.3686  0.05
O  5.2381  7.6538  9.0108  0.08
O  -11.3784  -3.7048  -0.1945  0.04
O  -2.6806  2.0010  -11.6103  0.08
O  1.2179  -8.2656  5.8103  0.04
O  -4.2135  1.9800  -10.0730  0.07
O  -9.2816  -3.3229  0.3376  0.08
O  -1.7241  -12.8102  -3.2637  0.05
O  7.7961  -3.7954  -5.4783  0.06
O  0.8892  9.3114  -0.2977  0.09
O  -0.6268  -13.1626  -5.1679  0.05
O  -0.1348  8.0623  -1.6328  0.07
O  3.9317  7.6325  7.3056  0.09
O  6.4544  -3.8841  -3.8220  0.08
N  -10.4580  -2.9864  0.3177  -0.30
N  6.6700  -3.7452  -4.9934  -0.35
N  0.8537  8.7056  -1.3313  -0.36
N  -3.0639  2.1571  -10.4731  -0.35
N  2.0986  -9.1037  5.4571  -0.29
N  -0.7678  -12.5842  -4.0578  -0.30
N  4.2263  7.3384  8.4374  -0.37
C  -9.9509  -0.6194  0.7028  0.00
C  -10.8831  -1.6343  0.6638  -0.18
C  3.8742  9.5227  -4.1847  -0.10
C  2.3882  -9.9301  -2.8841  -0.06
C  3.2543  9.4530  -1.8410  0.02
C  -2.5725  -0.4630  3.6155  -0.61
C  -0.0323  3.1523  -7.6371  -0.12
C  2.0616  6.0450  8.5996  0.01
C  5.0737  -6.7623  5.0615  -0.08
C  0.3177  -11.6740  -3.6417  -0.12
C  -2.5068  -2.0628  3.3592  -0.64
C  -10.3510  0.6850  1.0576  -0.04
C  4.1770  -3.3420  -5.4021  0.01
C  1.2931  -10.2047  -2.0647  -0.09
C  5.6984  -3.3143  -7.2569  -0.04
C  2.6364  9.1010  -4.5448  -0.08
C  3.1172  -3.0566  -6.2414  -0.08
C  5.8250  -8.9977  4.6260  -0.07
C  6.1370  -7.6323  4.7851  -0.06
C  3.3747  -2.9196  -7.5655  -0.09
C  -6.7381  9.0811  4.7810  -0.64
C  1.6625  8.8812  -3.5939  0.00
C  4.4146  1.4052  2.3170  -0.66
C  -1.3087  3.0928  -7.1621  -0.06
C  1.6840  4.6953  10.6573  -0.08
C  5.4978  -3.4750  -5.9241  -0.11
C  -0.6809  2.6255  -9.8023  -0.01
C  -8.0105  9.2086  5.5914  -0.68
C  3.7908  -7.2372  5.2807  -0.01
C  3.6676  5.9442  10.4094  0.00
C  1.2354  5.2344  9.4247  -0.06
C  3.4856  -8.6114  5.1668  -0.11
C  -12.1848  -1.3655  0.9148  -0.02
C  0.2207  -10.9160  -2.4786  -0.02
C  1.4755  -11.4662  -4.4552  0.00
C  4.6465  -3.1076  -8.1086  -0.06
C  -11.7513  0.9582  1.2022  -0.06
C  4.5188  -9.4762  4.7105  0.00
C  4.2071  9.6975  -2.8684  -0.06
C  0.3322  2.9723  -8.9327  -0.08
C  -2.0487  2.5646  -9.4490  -0.11
C  5.0361  2.7050  1.8368  -0.64
C  2.9511  4.9638  11.1377  -0.06
C  2.5109  -10.5992  -4.1018  -0.06
C  -2.3434  2.8166  -8.0931  0.01
C  1.9819  8.9970  -2.2389  -0.13
C  3.3267  6.3927  9.1254  -0.14
C  -12.6910  -0.0896  1.2033  -0.06
H  -8.9067  -0.8137  0.5070  0.12
H  -1.4535  3.2583  -6.1047  0.11
H  3.1223  4.7024  12.1715  0.11
H  0.7615  3.3851  -6.9428  0.11
H  -1.7983  -0.1413  4.3121  0.05
H  0.3376  4.8928  8.9309  0.10
H  3.1005  -9.2356  -2.4636  0.10
H  1.5396  -11.8255  -5.4717  0.11
H  4.5594  3.6275  2.1683  0.06
H  6.6740  -3.4134  -7.7094  0.12
H  -3.3240  -2.4945  2.7814  0.04
H  5.3102  -5.7217  5.2281  0.10
H  3.3616  -10.4638  -4.7532  0.11
H  1.2797  -9.5569  -1.2006  0.11
H  6.0362  2.6656  2.2685  0.04
H  5.1412  10.1066  -2.5125  0.11
H  -13.7354  0.1827  1.1635  0.11
H  -3.4389  -0.0861  4.1591  0.04
H  -0.6106  -10.8933  -1.7895  0.12
H  4.6745  9.8229  -4.8448  0.11
H  -13.0063  -2.0658  0.9471  0.12
H  1.0097  4.0088  11.1476  0.10
H  2.9990  -6.5449  5.5259  0.11
H  4.8448  0.5062  1.8757  0.06
H  -6.9799  9.0998  3.7183  0.05
H  0.6264  8.6102  -3.7334  0.12
H  4.6936  -3.0534  -9.1862  0.11
H  -0.3717  2.3564  -10.8015  0.11
H  2.5437  -2.7483  -8.2337  0.11
H  2.4232  8.9560  -5.5935  0.11
H  1.3595  3.0604  -9.2540  0.11
H  4.2676  -10.4945  4.4527  0.11
H  3.4356  9.5563  -0.7814  0.11
H  -12.2302  1.8716  1.5228  0.10
H  -8.8818  8.6925  5.1881  0.05
H  4.4894  6.4460  10.8987  0.11
H  2.1505  -2.9058  -5.7841  0.11
H  -9.6537  1.4997  1.1858  0.10
H  1.6756  6.4428  7.6727  0.11
H  3.9625  -3.4919  -4.3543  0.11
H  6.6797  -9.6239  4.4170  0.10
H  -2.4046  -2.6749  4.2554  0.05
H  -7.9774  8.8871  6.6323  0.05
H  -3.3683  2.6462  -7.7981  0.11
H  7.1370  -7.2253  4.7577  0.10
H  -5.9534  9.8199  4.9434  0.05
H  3.3574  1.3504  2.0574  0.05

Cartesian forces (eV/Å) of the 3 atoms listed first:
Br 0.194 0.066 0.254
Br -0.319 -0.070 1.665
Br -0.552 1.040 -0.052

No. 3
The following is a quantum chemistry calculation of a 14-piece molecular cluster, C48H47F13O42 overall, from OMol25.

Properties
**Highest occupied orbital energy**: -0.3785 Eh

Last column: Löwdin charge in e.
CARTESIAN COORDINATES (ANGSTROEM)
F  -5.2941  -5.5556  -5.4416  0.08
F  -1.6347  -1.3330  -7.0973  0.08
F  8.0786  3.6598  6.2220  0.08
F  -12.1214  -5.8094  -11.3154  0.08
F  8.1914  0.1283  0.8932  0.08
F  10.0831  6.9373  13.9083  0.07
F  8.2423  8.9360  3.6207  0.08
F  -5.5128  -8.6926  -13.5773  0.08
F  -3.9023  -0.4056  -3.5056  0.06
F  -8.8516  -0.1622  1.9617  0.08
F  -8.2044  4.2061  -6.8900  0.08
F  -4.2598  3.1308  7.5318  0.08
F  -0.1251  -2.6303  7.2501  0.08
O  -3.7497  -5.6888  -8.5159  0.08
O  -4.9436  2.5019  11.8685  0.18
O  3.4287  -3.3904  4.7105  0.18
O  -4.2179  2.9652  9.7811  0.13
O  -5.2619  4.1155  -3.5707  0.19
O  0.2606  -1.3547  -5.8759  0.14
O  -4.3808  1.7638  -0.8663  0.08
O  -2.1570  -4.1232  -8.2235  0.18
O  -3.7572  -4.4504  -6.6715  0.12
O  -7.6424  -7.2873  -9.9463  0.17
O  1.5652  -1.3931  -4.0371  0.18
O  -6.7592  4.5902  -5.1997  0.14
O  -5.5333  -6.9192  -10.6275  0.05
O  10.8571  4.4522  9.5834  0.16
O  -6.9278  -8.0072  -11.9594  0.13
O  -5.4479  2.8096  -5.3876  0.05
O  10.7984  2.7402  8.1223  0.09
O  1.2340  -3.4988  4.2109  0.07
O  8.6034  6.7136  3.7774  0.14
O  -7.9807  -5.0530  -12.7043  0.17
O  -9.3131  -6.8311  -13.0113  0.06
O  8.8955  -0.0742  4.2586  0.08
O  9.5694  10.1598  10.9028  0.18
O  -6.5776  1.4485  -0.4891  0.17
O  -0.8651  -0.5027  -0.7704  0.08
O  -10.1500  -5.0097  -12.0678  0.14
O  10.2606  8.0315  10.6480  0.07
O  9.8984  0.4204  2.3406  0.14
O  9.5008  8.7021  12.6257  0.13
O  9.4248  4.4613  7.8492  0.13
O  10.8243  6.6698  3.7951  0.07
O  -0.4552  -2.3899  -4.0469  0.05
O  10.9427  0.8579  4.2912  0.17
O  4.1796  -2.0474  -0.5213  0.13
O  9.6805  4.7427  3.5676  0.17
O  -5.5587  0.5016  -2.2624  0.14
O  -8.1517  -0.1019  4.1050  0.14
O  -6.8306  0.3595  5.8708  0.17
O  -6.8595  1.7014  4.0639  0.08
O  1.8661  -2.7118  6.1911  0.14
O  4.8205  0.2302  2.7898  -0.07
O  -5.6824  1.3233  10.0950  0.07
C  -11.2628  -5.8390  -12.3576  -0.31
C  3.0114  -1.7238  -0.5030  -0.31
C  -6.9023  4.1479  -6.5380  -0.31
C  -10.6118  -7.1990  -12.5460  -0.03
C  1.3223  -0.0179  -0.0551  0.07
C  0.5602  -1.6815  -4.5964  -0.55
C  7.9154  -0.2878  3.2331  -0.04
C  -5.8260  -7.6495  -12.7771  -0.30
C  8.7875  -0.3836  1.9955  -0.30
C  -5.5600  1.4794  8.6778  -0.05
C  9.0037  7.9958  4.2231  -0.31
C  -5.5984  1.2632  -1.1346  -0.55
C  -7.2334  0.6290  4.7865  -0.55
C  4.2616  -1.1266  2.4991  -0.03
C  9.5785  7.2922  12.7023  -0.31
C  -4.9548  2.2845  10.7056  -0.55
C  -5.7761  3.8692  -4.6088  -0.55
C  0.0354  -3.3218  4.9685  -0.05
C  -7.4292  1.5945  2.7513  -0.04
C  -4.2607  2.2531  8.5622  -0.32
C  -3.1217  -4.7034  -7.8494  -0.54
C  -5.0099  -5.1187  -6.6879  -0.30
C  2.5994  -0.3890  0.0453  -0.12
C  -3.4323  1.1774  -1.7692  -0.03
C  4.6964  -0.2053  1.4594  -0.35
C  -4.7597  -6.2482  -7.6686  -0.04
C  -9.0416  -5.5788  -12.6020  -0.56
C  10.4557  8.0511  3.7818  -0.04
C  0.4956  -2.3884  6.0743  -0.32
C  9.3641  3.7279  6.6322  -0.31
C  3.6636  0.4973  0.6219  -0.07
C  0.2832  -0.8859  -0.6568  -0.36
C  10.0050  0.4441  3.6928  -0.55
C  -6.3801  2.7229  -6.4678  -0.04
C  2.2949  -3.2252  5.0067  -0.55
C  -4.3267  0.7439  -2.9140  -0.30
C  -0.8811  -2.1006  -6.2804  -0.31
C  9.9254  2.3807  7.0393  -0.03
C  -4.7495  -7.3560  -11.7441  -0.03
C  -1.5635  -2.3774  -4.9555  -0.03
C  9.7037  5.9216  3.6907  -0.56
C  1.9566  -2.6159  -1.0545  0.03
C  10.5037  6.9477  11.5524  -0.05
C  9.7632  9.0767  11.3416  -0.56
C  10.4060  3.9250  8.6167  -0.55
C  0.6902  -2.2296  -1.1375  0.01
C  -6.7874  -7.3980  -10.7654  -0.57
C  -8.6015  0.6635  2.9996  -0.31
H  11.1044  8.6164  4.4428  0.14
H  -4.0511  -6.5760  -12.0287  0.14
H  -2.9610  0.3181  -1.2947  0.12
H  -6.1144  -6.7967  -13.3930  0.16
H  10.3027  5.9970  11.0722  0.11
H  5.6204  -0.4512  0.9538  0.13
H  -9.5319  1.1623  3.2778  0.17
H  -2.2350  -1.5592  -4.6937  0.13
H  0.9784  0.9479  0.3038  0.13
H  -6.7127  1.1326  2.0724  0.13
H  -5.5563  0.5132  8.1859  0.13
H  7.3437  -1.1847  3.4494  0.14
H  -2.6781  1.9067  -2.0463  0.15
H  9.9464  4.2511  5.8758  0.15
H  -11.7743  -5.4488  -13.2392  0.17
H  0.4014  -1.3252  5.8451  0.17
H  10.4732  1.8749  6.2518  0.11
H  -4.4825  1.4976  -3.6819  0.14
H  -6.3345  4.8123  -7.1914  0.17
H  -2.0927  -3.3246  -4.9173  0.13
H  2.3019  -3.5802  -1.4097  0.13
H  -4.2154  -8.2707  -11.4833  0.15
H  10.5200  8.4343  2.7623  0.14
H  -10.5223  -7.7063  -11.5839  0.15
H  3.1961  1.2356  1.2776  0.14
H  -3.3654  1.6328  8.4855  0.17
H  9.1247  1.7435  7.4185  0.15
H  -4.3506  -7.1154  -7.1475  0.15
H  -6.3888  2.0793  8.3003  0.14
H  -0.5567  -2.9853  -6.8252  0.16
H  -7.1875  2.0396  -6.2003  0.15
H  -5.8776  2.3822  -7.3673  0.14
H  -7.7031  2.5762  2.3805  0.14
H  -0.0863  -2.8465  -1.5703  0.12
H  -5.7798  -4.4092  -6.9946  0.18
H  3.2407  -1.1380  2.8571  0.12
H  -11.1001  -7.8400  -13.2725  0.14
H  -0.2727  -4.2781  5.3940  0.15
H  -0.7488  -2.9171  4.3370  0.14
H  4.9545  -1.8685  2.8716  0.11
H  8.8485  8.0591  5.3015  0.17
H  9.1410  -1.3890  1.7586  0.17
H  8.5709  6.8808  12.6175  0.17
H  7.2467  0.5706  3.1772  0.14
H  11.5420  6.9825  11.8870  0.15
H  -5.6307  -6.5300  -8.2495  0.12
H  4.1440  1.0190  -0.2109  0.14

Cartesian forces (eV/Å) of the 3 atoms listed first:
F 0.083 -0.075 0.040
F -0.035 0.119 0.037
F -0.076 -0.040 0.083

In order of appearance, energy = -87356.400 -509865.309 -171860.525 eV.